Here is the molecule C4H3NS at a distorted geometry from the Open Molecules 2025 dataset. Energies are from ωB97M-V with the def2-TZVPD basis set.

Structure (XYZ):
```
9
Properties=species:S:1:pos:R:3:forces:R:3:mulliken_charge:R:1
C -1.8208 -1.5036 0.0438 -0.571 0.282 -0.034 -0.26
C -1.3802 -0.3057 0.2527 -1.898 -0.672 0.455 0.09
C 0.0790 -0.5026 0.0804 1.019 -0.823 -0.555 0.62
C 0.3139 0.9040 -0.3004 -1.435 0.462 1.298 -0.64
N 0.8755 -1.4512 0.3515 0.650 1.144 0.288 -0.66
S -1.3995 1.4692 0.3741 1.111 -1.275 -0.058 -0.11
H 1.1824 1.2002 0.1493 2.094 1.537 1.530 0.38
H 0.2865 1.2806 -1.2563 0.075 -0.120 -2.575 0.33
H 1.8632 -1.0908 0.3049 -1.044 -0.534 -0.349 0.25
```
Forces are in eV/Å.

energy = -606.95067 Ha
max |F| = 0.05862 hartree/bohr
ΔE to the lowest compared entry with this formula, charge and spin = 413.0 kJ/mol
charge = 0
orbital gap = 8.7 eV
HOMO energy = -0.341 hartree
spin multiplicity = 1